Here is C9H10CrO6 as an isolated structure at a distorted geometry from OMol25. Energies are from the ωB97M-V functional and the def2-TZVPD basis.

Atoms and positions in Å:
O: -1.9458 0.9401 -2.5149
C: -1.2639 0.6108 -1.6336
Cr: -0.1606 0.0777 -0.2077
O: -2.4259 -1.0901 1.4853
C: -1.5411 -0.6691 0.8586
C: 1.4668 0.7052 -0.9547
O: 2.4404 1.0833 -1.4666
C: -0.2481 1.6957 0.7886
O: -0.3472 2.7088 1.3542
C: 0.2147 -1.6796 -0.8319
O: 0.4120 -2.7402 -1.2703
C: 0.4264 -1.7756 3.5295
C: 0.7837 -0.4540 2.9192
O: 1.1866 -0.5730 1.5333
C: 2.5049 -1.1374 1.3313
C: 3.6008 -0.1743 1.6750
H: -0.3543 -2.2670 2.9623
H: 0.0688 -1.6124 4.5397
H: 1.2859 -2.4311 3.5954
H: -0.0516 0.2571 2.9573
H: 1.6044 0.0387 3.4541
H: 2.5606 -2.0551 1.9292
H: 2.5623 -1.4714 0.2874
H: 3.6102 0.0606 2.7320
H: 4.5562 -0.6280 1.4386
H: 3.5047 0.7425 1.1070

molecular weight	266.17	g mol⁻¹
energy	-1843.4737	a.u.
frontier orbital gap (alpha / beta)	7.312 / 5.246	eV
2S+1	4
charge	+3

=====

Here is C15H23BHgO2Se as an isolated structure from OMol25. Energies are from the ωB97M-V functional and the def2-TZVPD basis.

Atoms and positions in Å:
Hg: 0.3820 -2.9243 -0.7591
C: -1.5788 -0.9043 4.0111
C: -0.3584 -1.6913 3.5773
C: 0.8120 -1.4114 4.5159
O: 0.0470 -1.2562 2.2592
B: 0.5723 -2.3396 1.6000
O: 0.3788 -3.5121 2.3299
C: -0.5895 -3.2080 3.3604
C: -1.9649 -3.5125 2.7743
C: -0.3328 -4.0771 4.5761
H: -1.3143 0.1485 4.1111
H: -1.9385 -1.2636 4.9788
H: -2.3824 -0.9831 3.2819
H: 1.0467 -0.3479 4.4712
H: 1.6970 -1.9646 4.2005
H: 0.5746 -1.6776 5.5477
H: -2.1491 -2.9034 1.8887
H: -2.7600 -3.3366 3.5014
H: -1.9897 -4.5590 2.4693
H: 0.6972 -3.9904 4.9165
H: -0.5218 -5.1209 4.3229
H: -1.0008 -3.7962 5.3944
C: 0.5300 4.8185 -5.6018
C: 0.5655 3.6753 -4.6215
C: 0.5713 2.3539 -5.0464
C: 0.6096 1.2900 -4.1513
C: 0.6121 -0.1128 -4.6876
C: 0.6463 1.5274 -2.7626
Se: 0.7205 0.0643 -1.5339
C: 0.6326 2.8661 -2.3245
C: 0.6583 3.2379 -0.8633
C: 0.5947 3.9017 -3.2528
H: 0.5108 4.4509 -6.6290
H: 1.4051 5.4651 -5.4958
H: -0.3534 5.4458 -5.4557
H: 0.5474 2.1397 -6.1118
H: 0.5865 -0.1104 -5.7798
H: -0.2432 -0.6739 -4.3051
H: 1.4958 -0.6552 -4.3450
H: 0.6744 2.3491 -0.2378
H: -0.2223 3.8323 -0.6038
H: 1.5426 3.8398 -0.6352
H: 0.5889 4.9259 -2.8850

molecular weight	525.71	g mol⁻¹
energy	-3315.6560	a.u.
frontier orbital gap (alpha / beta)	5.584 / 5.572	eV
2S+1	2
energy relative to the best compared isomer or geometry (same formula, charge and spin)	0.6480	eV
charge	-1

=====

Here is one molecule with the formula C5H6O at a distorted geometry from OMol25. Energies are from the ωB97M-V functional and the def2-TZVPD basis.

Atoms and positions in Å:
C: 1.7665 -2.1109 -0.3010
C: 0.7121 -1.1007 -0.1107
C: -0.1489 -0.2509 -0.0072
C: -1.1769 0.7318 -0.2944
C: -1.3387 2.1435 0.5026
O: -0.7320 1.9923 -0.7264
H: 2.3576 -1.8724 -1.1937
H: 2.4589 -2.1493 0.5463
H: 1.3539 -3.1166 -0.4468
H: -2.1818 0.7851 0.1736
H: -0.8082 2.2029 1.4371
H: -2.2623 2.7453 0.4206

molecular weight	82.10	g mol⁻¹
SMILES string	CC#C[C@H]1CO1
energy	-269.1629	a.u.
frontier orbital gap	9.376	eV
energy relative to the best compared isomer or geometry (same formula, charge and spin)	4.9889	eV
charge	0

=====

Here is a 2-piece molecular cluster, C4H10O2S overall at a distorted geometry from OMol25. Energies are from the ωB97M-V functional and the def2-TZVPD basis.

Atoms and positions in Å:
O: 1.2963 -2.0983 1.3506
C: 1.4927 -1.2070 0.4682
C: 0.9484 0.1888 0.9210
C: -0.6109 0.1848 0.8851
C: -1.2518 1.6203 0.7603
S: -2.7432 1.6129 -0.3799
H: 1.6704 -1.2177 -0.6265
H: 1.4082 0.9568 0.1766
H: 1.1156 0.4077 1.9549
H: -0.9789 -0.4143 0.0121
H: -1.0683 -0.2012 1.7969
H: -0.6346 2.3148 0.1776
H: -1.4671 2.2277 1.7450
H: -3.4322 0.6626 0.2684
H: 0.8264 -2.0352 -3.6502
H: 2.1602 -1.3277 -3.1051
O: 1.2686 -1.6751 -2.7550

molecular weight	122.19	g mol⁻¹
SMILES string	O=CCCCS.O
energy	-706.9993	a.u.
frontier orbital gap	9.411	eV
energy relative to the best compared isomer or geometry (same formula, charge and spin)	2.5601	eV
charge	0

=====

Here is H50NaO26 as an isolated structure at a distorted geometry from OMol25. Energies are from the ωB97M-V functional and the def2-TZVPD basis.

Atoms and positions in Å:
Na: 0.1326 -0.1808 -0.2261
O: 1.8447 3.7618 0.8711
H: 2.1039 3.5027 -0.0345
O: 0.2127 -3.5759 -2.5284
H: 0.3202 -4.2777 -3.1995
O: -3.6878 0.2741 2.3390
H: -4.4653 0.8290 2.4009
H: -3.6825 -0.2237 3.1565
O: -1.5648 -2.9341 3.4228
H: -1.4966 -3.5287 2.6758
H: -0.6934 -2.9452 3.8187
O: -1.7430 1.5467 -1.3076
H: -1.2358 2.3554 -1.2367
H: -1.6973 1.3152 -2.2352
O: -3.4383 3.1799 0.2382
H: -4.2944 2.7565 0.3022
H: -2.9707 2.6764 -0.4282
O: 0.0064 1.8691 1.0521
H: 0.6579 2.5698 1.0799
H: -0.8333 2.3244 0.9898
O: 3.3354 0.1455 -3.7824
H: 3.7034 0.8256 -4.3466
H: 2.5081 -0.0920 -4.2012
O: -0.4856 1.8592 4.3163
H: -0.4654 0.9143 4.1644
H: -1.0606 2.2002 3.6313
O: 1.9967 3.2457 3.4953
H: 1.1793 2.8089 3.7346
H: 1.8919 3.4597 2.5682
O: -5.0581 0.3754 -1.4589
H: -5.2378 1.0257 -0.7800
H: -4.4410 -0.2325 -1.0517
O: 1.2219 -4.0028 2.4499
H: 0.4644 -4.5379 2.2130
H: 1.9622 -4.4314 2.0204
O: -1.7366 0.3197 -3.6158
H: -1.0690 0.4900 -4.2803
H: -2.4133 -0.1759 -4.0770
O: 3.5695 0.7703 4.0114
H: 3.3002 0.6257 3.1043
H: 3.2236 1.6358 4.2294
O: 4.2969 -2.0027 3.0214
H: 3.6399 -1.7637 2.3676
H: 4.9946 -2.4226 2.5182
O: -1.4873 -1.6507 -1.7106
H: -0.8986 -2.3708 -1.9365
H: -1.6119 -1.1758 -2.5323
O: 1.1700 2.7643 -2.7241
H: 1.7786 3.4017 -3.0979
H: 0.5520 3.2911 -2.2175
O: -1.0471 -0.7321 1.7431
H: -1.7740 -0.1856 2.0415
H: -1.0597 -1.4891 2.3288
O: 2.3276 1.1057 -1.1978
H: 2.0341 1.7460 -1.8460
H: 2.9879 0.5858 -1.6559
O: 2.0242 -2.0881 -1.4092
H: 2.5436 -1.8539 -2.1784
H: 1.4635 -2.8044 -1.7072
O: -0.2772 4.3382 -1.1331
H: -0.6108 5.2315 -1.0496
H: 0.3086 4.2298 -0.3839
O: -3.4275 -1.1087 -0.0179
H: -2.6438 -0.9647 -0.5482
H: -3.3547 -0.4744 0.6952
O: 2.0022 -1.6736 1.3638
H: 1.6503 -2.4634 1.7744
H: 2.3399 -1.9723 0.5194
O: -0.7423 -2.6768 -4.8007
H: -1.1624 -3.4903 -5.0799
H: -0.3211 -2.8971 -3.9698
O: -1.8458 -4.2996 -0.9118
H: -1.0160 -4.0934 -1.3420
H: -2.4443 -3.6114 -1.2024
O: 3.5333 1.5139 1.1356
H: 2.8951 2.1619 1.4341
H: 3.3171 1.3709 0.2142

molecular weight	489.36	g mol⁻¹
energy	-2148.7031	a.u.
frontier orbital gap	7.276	eV
charge	-1

=====

Here is C19H28BF4O2Pb as an isolated structure at a distorted geometry from OMol25. Energies are from the ωB97M-V functional and the def2-TZVPD basis.

Atoms and positions in Å:
O: -3.4552 -0.5498 -2.6353
C: -4.7247 -1.1015 -2.1349
C: -5.2760 -1.4015 -3.5217
H: -5.2659 -0.3167 -1.5910
H: -4.5722 -1.9923 -1.5129
C: -3.9264 -0.7739 -3.9974
H: -6.1299 -0.7834 -3.8228
H: -5.3473 -2.4618 -3.7887
C: -4.2212 0.4864 -4.7785
H: -4.9237 1.1230 -4.2297
H: -4.6929 0.1680 -5.7191
H: -3.3111 1.0445 -5.0184
C: -3.1196 -1.7561 -4.8178
H: -2.9924 -2.7086 -4.2936
H: -2.1452 -1.3402 -5.0974
H: -3.6892 -1.9369 -5.7409
Pb: 2.1290 1.0247 2.7659
C: 4.0463 -1.2975 2.4002
C: 3.3286 -1.6245 3.5880
C: 2.0575 -2.1516 3.2166
H: 3.7104 -1.5166 4.6080
C: 1.9747 -2.1130 1.7900
C: 3.2003 -1.5884 1.2844
H: 3.4755 -1.4883 0.2397
H: 5.0712 -0.9645 2.3485
H: 1.3073 -2.5531 3.8873
H: 1.1432 -2.4740 1.1879
C: 4.0856 2.9063 1.5607
C: 4.0464 1.8425 0.6141
C: 2.7809 1.8635 -0.0294
H: 4.8766 1.1691 0.3789
C: 2.0222 2.9360 0.5239
C: 2.8370 3.6006 1.4931
H: 2.5910 4.5094 2.0401
H: 4.9317 3.1760 2.1888
H: 2.4659 1.2155 -0.8487
H: 1.0119 3.2296 0.2213
O: -0.1687 0.4678 0.7999
C: -0.2111 -0.0373 -0.5459
C: -1.5145 -0.7943 -0.6845
H: 0.6524 -0.7046 -0.6948
H: -0.1130 0.8153 -1.2514
C: -2.4130 -0.2736 0.4292
H: -1.3289 -1.8679 -0.5603
H: -1.9360 -0.6419 -1.6650
C: -1.4030 0.1293 1.4921
H: -3.1268 -1.0226 0.7594
H: -2.9809 0.6054 0.1047
H: -1.2020 -0.7253 2.1681
H: -1.7182 1.0010 2.0926
F: 2.9947 1.7659 4.9487
B: 4.4995 1.5339 5.0000
F: 4.8157 1.1647 3.6357
F: 5.1139 2.7127 5.3590
F: 4.7395 0.4709 5.8535

molecular weight	582.44	g mol⁻¹
energy	-1508.6161	a.u.
frontier orbital gap	5.879	eV
energy relative to the best compared isomer or geometry (same formula, charge and spin)	0.0000	eV
charge	-1

=====

Here is one molecule with the formula C3H4OS at a distorted geometry from OMol25. Energies are from the ωB97M-V functional and the def2-TZVPD basis.

Atoms and positions in Å:
C: 2.1088 -0.2816 0.9319
C: 0.8980 -0.5267 0.2684
C: -1.2178 0.4432 -1.0070
H: 2.1465 0.1292 1.8756
H: 3.2596 -0.3061 0.5280
H: 0.4846 -1.2454 -0.7455
H: -2.3381 0.8329 -1.2196
O: -0.7218 -0.3125 -1.8416
S: -0.5320 0.3300 0.8209

molecular weight	88.13	g mol⁻¹
SMILES string	C=CSC=O
energy	-590.0097	a.u.
frontier orbital gap	8.618	eV
energy relative to the best compared isomer or geometry (same formula, charge and spin)	3.1272	eV
charge	0

=====

Here is C21H41B3FNO19 as an isolated structure at a distorted geometry from OMol25. Energies are from the ωB97M-V functional and the def2-TZVPD basis.

Atoms and positions in Å:
C: -1.2014 5.8656 0.8184
C: -1.5705 5.3816 -0.2185
C: -1.9610 5.0290 -1.6276
B: -0.7730 5.4089 -2.6338
O: 0.4328 5.9517 -2.1389
B: 1.4671 5.2611 -2.7627
F: 2.5344 4.8929 -2.0486
O: 1.4634 4.9185 -4.1135
B: 0.1894 4.4166 -4.4063
C: -0.0791 2.9993 -5.0960
C: 0.2222 1.8054 -4.1395
O: 1.4833 2.0263 -3.4669
C: -0.8414 1.6056 -3.0267
N: -1.5617 0.3124 -3.1905
O: -0.9204 5.2084 -4.0180
H: -0.7700 6.4984 1.5763
H: -2.8378 5.6359 -1.9215
H: -2.2362 3.9645 -1.6763
H: -1.1466 2.9651 -5.3949
H: 0.5237 2.8916 -6.0197
H: 0.3377 0.8748 -4.7312
H: 2.1436 1.7839 -4.1314
H: -0.3240 1.6343 -2.0566
H: -1.5978 2.4072 -3.1472
H: -2.2413 0.4422 -3.9397
H: -2.1175 0.1797 -2.3450
C: -0.4962 -2.3011 -2.5461
O: 0.0006 -3.5066 -3.1440
C: 0.2672 -4.4837 -2.2767
O: 0.1271 -4.4282 -1.0823
O: 0.7186 -5.5374 -2.9638
C: 1.0468 -6.6680 -2.1552
H: -0.6723 -1.5908 -3.3372
H: -1.4378 -2.4910 -2.0289
H: 0.2416 -1.8829 -1.8602
H: 0.1676 -7.0299 -1.6233
H: 1.8439 -6.4210 -1.4543
H: 1.3982 -7.4540 -2.8195
C: 4.7007 -1.8454 -2.7459
O: 5.8783 -1.7722 -3.5524
C: 5.7540 -1.0008 -4.6327
O: 4.7668 -0.3934 -4.9564
O: 6.9141 -1.0197 -5.2924
C: 6.9251 -0.2296 -6.4810
H: 4.9254 -2.4966 -1.9047
H: 4.4333 -0.8602 -2.3649
H: 3.8734 -2.2747 -3.3105
H: 6.7459 0.8195 -6.2474
H: 6.1853 -0.5946 -7.1928
H: 7.9137 -0.3255 -6.9235
C: 0.9808 -12.0405 -0.9694
O: -0.1368 -12.1519 -0.0886
C: -0.9291 -11.0778 -0.0708
O: -0.7726 -10.0734 -0.7144
O: -1.9250 -11.3122 0.7854
C: -2.8578 -10.2378 0.9068
H: 1.5438 -12.9679 -0.8957
H: 0.6482 -11.9131 -1.9991
H: 1.6254 -11.2144 -0.6707
H: -3.3422 -10.0391 -0.0486
H: -2.3650 -9.3405 1.2795
H: -3.6137 -10.5460 1.6251
C: -3.2545 4.6087 5.4922
O: -4.1095 5.7395 5.6837
C: -3.7857 6.8008 4.9449
O: -2.8703 6.8688 4.1679
O: -4.6564 7.7777 5.2176
C: -4.4271 8.9838 4.4906
H: -3.6132 3.8137 6.1412
H: -3.2996 4.2634 4.4596
H: -2.2299 4.8486 5.7716
H: -4.5170 8.8102 3.4186
H: -3.4478 9.3975 4.7299
H: -5.1913 9.6951 4.7953
C: 1.1589 1.1351 6.9841
O: 0.6371 1.3391 8.2979
C: -0.3568 2.2263 8.3602
O: -0.8198 2.8354 7.4312
O: -0.7486 2.3216 9.6323
C: -1.8163 3.2444 9.8487
H: 1.9547 0.3983 7.0636
H: 0.3875 0.7476 6.3195
H: 1.5758 2.0602 6.5876
H: -2.7056 2.9403 9.2975
H: -1.5169 4.2530 9.5652
H: -2.0429 3.2326 10.9121

molecular weight	662.98	g mol⁻¹
energy	-2483.7990	a.u.
frontier orbital gap	10.099	eV
charge	0